A cluster of 5 separate species, ClH8O4 in total, computed with ωB97M-V/def2-TZVPD.

The geometry in ORCA input format:
```
! RIJCOSX wB97M-V def2-TZVPD def2/J DEFGRID3
* xyz -1 1
Cl 0.66 0.52 0.16
O -0.04 3.55 0.97
H 0.25 2.64 0.74
H -0.18 3.97 0.12
O 2.80 -1.94 0.63
H 2.13 -1.23 0.72
H 3.40 -1.58 -0.03
O -1.45 -2.51 0.94
H -1.17 -1.58 0.88
H -2.18 -2.50 1.57
O -1.52 0.58 -2.37
H -1.84 -0.28 -2.65
H -0.86 0.37 -1.69
*
```

Values from the calculation:
orbital gap = 9.24 eV
energy above the lowest of the compared OMol25 structures with the same formula, charge and spin = 25.40 kJ/mol
E_LUMO = 0.1397 Ha
HOMO = -5.44 eV

Atomic partial charges in e from the natural (NBO) method, atoms 1 to 8: Cl -0.936; O -0.987; H 0.508; H 0.452; O -0.978; H 0.506; H 0.455; O -0.956